(1)
{
  "formula": "C17H31N2OPtS3Se2Si2",
  "method": "wB97M-V/def2-TZVPD",
  "energy_ev": -205354.21297,
  "charge": 1,
  "e_above_lowest_kj_mol": 73.9,
  "spin_multiplicity": 1,
  "molar_mass_da": 784.8,
  "e_lumo_ev": [-5.1, -5.1],
  "gap_ev": [5.83, 5.83],
  "species": ["Pt", "C", "Se", "C", "C", "Se", "C", "H", "H", "H", "H", "H", "H", "H", "H", "H", "H", "C", "Si", "C", "C", "C", "C", "C", "C", "C", "Si", "C", "C", "H", "H", "H", "H", "H", "H", "H", "H", "H", "H", "H", "H", "H", "H", "H", "H", "O", "S", "N", "S", "C", "N", "C", "C", "S", "H", "H", "H", "H", "H"],
  "coordinates": [[0.0856, 0.0690, -0.1584], [1.0035, 2.2631, 3.5723], [-0.2181, 1.5259, 2.2336], [-0.7470, -0.0223, 3.2965], [0.4193, -0.9864, 3.5039], [0.8722, -2.1744, 2.0038], [2.6118, -2.6908, 2.7420], [0.3956, 2.4971, 4.4438], [1.4246, 3.1768, 3.1615], [1.7999, 1.5725, 3.8357], [-1.5892, -0.4872, 2.7869], [-1.0909, 0.3576, 4.2596], [0.1927, -1.6509, 4.3389], [1.3459, -0.4539, 3.7211], [2.4652, -3.2210, 3.6797], [3.2505, -1.8235, 2.8961], [3.0748, -3.3612, 2.0220], [2.9850, -1.8153, -0.9149], [2.4421, -0.0815, -0.3697], [3.3567, 0.4334, 1.2215], [2.8757, 1.1520, -1.7451], [4.1838, 1.2147, -2.2183], [4.5215, 2.0766, -3.2497], [3.5490, 2.8903, -3.8140], [2.2464, 2.8419, -3.3418], [1.8924, 1.9748, -2.3101], [0.1041, 1.9163, -1.6676], [-0.2427, 3.5674, -0.7925], [-1.0862, 1.5867, -3.1064], [4.0705, -1.8940, -0.8454], [2.7036, -1.9936, -1.9516], [2.5436, -2.6015, -0.3044], [4.4289, 0.3040, 1.0693], [3.0647, -0.1720, 2.0797], [3.1735, 1.4801, 1.4622], [4.9446, 0.5786, -1.7805], [5.5388, 2.1096, -3.6154], [3.8075, 3.5603, -4.6225], [1.4935, 3.4830, -3.7852], [-0.3050, 4.3575, -1.5418], [0.5618, 3.8221, -0.1025], [-1.1757, 3.5574, -0.2330], [-1.0545, 2.4299, -3.7978], [-2.1124, 1.4572, -2.7662], [-0.7959, 0.6917, -3.6547], [-2.3751, -2.2052, 1.3427], [-2.2614, -2.2849, -0.1381], [-1.2089, -1.3322, -0.6992], [-2.8250, 1.0619, 0.5425], [-3.9536, 1.7860, -0.4328], [-5.0785, 1.1760, -0.8248], [-6.1245, 2.0069, -1.3948], [-5.4123, 3.2004, -2.0221], [-3.8615, 3.4048, -1.0681], [-5.2939, 0.2755, -0.4239], [-6.8193, 2.3313, -0.6139], [-6.6729, 1.4365, -2.1436], [-5.9885, 4.1179, -1.9472], [-5.1303, 3.0169, -3.0575]],
  "atomic_forces_ev_per_a": [[-0.5, 1.1, 3.0], [0.4, -0.2, -0.4], [0.2, 0.3, -0.7], [0.6, -0.5, -0.4], [-0.1, -0.3, 0.2], [-0.2, 0.2, 0.2], [-0.1, 0.1, -0.2], [-0.1, 0.0, -0.1], [0.0, 0.0, 0.0], [0.0, 0.1, 0.0], [0.0, 0.0, -0.1], [0.0, 0.2, -0.1], [0.0, 0.1, 0.0], [-0.1, 0.0, 0.2], [-0.1, 0.0, 0.0], [0.0, -0.1, 0.0], [0.0, 0.0, 0.0], [-0.4, 0.4, 0.1], [0.9, -0.3, -0.3], [-0.6, -0.1, -0.2], [-0.4, -0.3, 0.4], [0.1, 0.0, 0.0], [0.0, 0.0, 0.0], [0.0, 0.0, 0.0], [-0.1, 0.0, 0.0], [-0.4, -0.3, 0.4], [0.0, 0.4, -0.7], [0.0, -0.7, 0.1], [0.3, -0.1, 0.6], [0.1, 0.1, 0.0], [0.0, 0.0, -0.1], [0.0, 0.0, 0.0], [0.1, 0.0, -0.1], [0.0, 0.1, -0.1], [0.0, 0.1, -0.1], [0.1, 0.0, 0.0], [0.0, 0.0, 0.0], [0.0, 0.0, 0.0], [0.0, 0.1, -0.1], [0.0, 0.0, -0.1], [0.1, 0.0, 0.0], [0.0, 0.0, 0.0], [0.0, 0.1, 0.0], [0.0, 0.0, 0.1], [0.1, -0.1, 0.0], [-0.5, -0.7, -1.5], [2.5, 2.6, 1.5], [-1.2, -2.1, -1.4], [-0.2, 0.1, -0.1], [-0.1, -0.2, -0.2], [0.1, 0.2, 0.1], [-0.1, 0.0, -0.1], [0.4, 0.0, 0.0], [-0.2, -0.1, 0.1], [0.1, 0.0, 0.0], [0.0, 0.0, 0.0], [-0.1, 0.1, 0.0], [0.0, 0.0, -0.1], [-0.1, 0.0, 0.0]]
}


(2)
{
  "formula": "C17H31N3O",
  "method": "wB97M-V/def2-TZVPD",
  "energy_ev": -24643.56640,
  "charge": 0,
  "spin_multiplicity": 1,
  "molar_mass_da": 293.5,
  "e_lumo_ev": 0.5,
  "gap_ev": 5.64,
  "species": ["C", "C", "C", "C", "O", "H", "H", "H", "H", "H", "H", "C", "C", "C", "N", "N", "N", "C", "C", "C", "C", "C", "C", "C", "C", "C", "C", "H", "H", "H", "H", "H", "H", "H", "H", "H", "H", "H", "H", "H", "H", "H", "H", "H", "H", "H", "H", "H", "H", "H", "H", "H"],
  "coordinates": [[-2.5483, 6.1843, -2.3943], [-2.2593, 4.7023, -2.4491], [-1.9167, 3.9811, -1.2163], [-1.5483, 2.6787, -1.1869], [-2.2933, 4.1064, -3.5301], [-2.4646, 6.5910, -1.3924], [-1.8715, 6.7322, -3.0583], [-3.5691, 6.3401, -2.7549], [-1.8974, 4.6051, -0.3415], [-1.8258, 1.9346, -0.4162], [-1.2553, 2.2406, -2.1447], [-1.5101, -0.1444, 3.4500], [-2.0061, -0.3103, 2.0290], [-2.9202, -1.4990, 1.8995], [-0.8781, -0.6400, 1.1090], [-0.4192, -1.8843, 1.1872], [0.7079, -1.8941, 0.4539], [1.1828, -3.2747, 0.1270], [0.1063, -3.9840, -0.6756], [1.3910, -3.9927, 1.4451], [0.9925, -0.6533, -0.0621], [2.3713, -0.4198, -0.6847], [2.7009, 1.0647, -0.8039], [2.3172, -1.0406, -2.0793], [3.5196, -1.0671, 0.1204], [-0.0906, 0.1574, 0.3150], [-0.4091, 1.5789, 0.1728], [-2.3553, 0.1013, 4.0962], [-1.0700, -1.0730, 3.8287], [-0.7885, 0.6691, 3.5535], [-2.4289, 0.6249, 1.6566], [-3.7803, -1.3736, 2.5531], [-3.2778, -1.5947, 0.8742], [-2.3850, -2.4146, 2.1670], [2.1112, -3.1997, -0.4439], [0.3924, -5.0309, -0.8388], [-0.8476, -3.9676, -0.1290], [-0.0341, -3.5112, -1.6535], [1.6451, -5.0455, 1.2602], [2.2078, -3.5455, 2.0211], [0.4730, -3.9513, 2.0463], [2.6984, 1.5323, 0.1883], [3.7021, 1.1875, -1.2440], [1.9802, 1.5636, -1.4592], [2.1315, -2.1195, -2.0467], [1.4974, -0.5815, -2.6377], [3.2536, -0.8674, -2.6212], [3.4268, -2.1488, 0.2633], [4.4676, -0.9058, -0.4123], [3.6230, -0.6052, 1.1070], [0.3546, 2.1197, -0.4132], [-0.6034, 2.0442, 1.1652]],
  "atomic_forces_ev_per_a": [[-0.4, 0.0, 0.0], [1.7, -1.2, -0.7], [0.7, 1.7, 0.1], [-3.8, -1.1, -1.4], [-0.2, 0.5, 0.3], [0.0, 0.0, 0.2], [-0.1, -0.3, 0.0], [0.1, 0.1, 0.0], [-0.7, -0.1, 0.7], [-1.1, 1.7, -1.7], [-0.3, -0.1, 0.1], [0.1, 0.2, 0.4], [1.0, -0.4, -0.7], [-0.9, -0.1, 0.1], [0.5, -0.8, 0.0], [1.5, -0.2, -0.9], [-2.1, 0.7, 0.5], [-0.3, 0.0, 0.6], [-0.2, -0.1, -0.4], [0.4, -0.4, 0.4], [0.6, -1.5, 0.2], [-0.2, -0.3, -0.2], [0.0, 0.1, 0.0], [0.1, 0.0, -0.5], [0.1, 0.0, 0.2], [0.1, 3.7, 0.7], [5.1, -2.6, 2.7], [0.0, 0.0, 0.0], [0.0, 0.1, -0.2], [0.0, -0.1, -0.1], [-0.1, -0.2, 0.0], [-0.1, -0.1, 0.1], [0.0, 0.0, 0.0], [-0.3, 0.2, 0.1], [-0.4, 0.0, 0.2], [0.0, 0.3, 0.0], [0.3, 0.0, -0.2], [-0.1, -0.1, 0.1], [-0.1, 0.3, 0.0], [-0.1, 0.0, 0.0], [0.3, -0.1, -0.2], [-0.1, 0.0, -0.3], [-0.3, -0.1, 0.1], [0.2, 0.1, 0.2], [0.1, 0.2, -0.1], [0.1, -0.1, -0.1], [-0.1, 0.0, 0.0], [0.0, 0.3, 0.0], [-0.3, 0.0, 0.1], [-0.1, 0.0, -0.1], [-0.4, -0.3, 0.7], [-0.2, -0.1, -0.9]]
}


(3)
{
  "formula": "C17H31N5O",
  "method": "wB97M-V/def2-TZVPD",
  "energy_ev": -27629.11679,
  "charge": 0,
  "spin_multiplicity": 1,
  "molar_mass_da": 321.5,
  "e_lumo_ev": 0.6,
  "gap_ev": 10.29,
  "species": ["C", "C", "C", "C", "C", "C", "C", "C", "C", "C", "C", "N", "C", "C", "N", "C", "C", "O", "C", "C", "N", "N", "N", "H", "H", "H", "H", "H", "H", "H", "H", "H", "H", "H", "H", "H", "H", "H", "H", "H", "H", "H", "H", "H", "H", "H", "H", "H", "H", "H", "H", "H", "H", "H"],
  "coordinates": [[4.5373, -0.6105, 0.3996], [4.1684, 0.2762, 1.5916], [2.7260, 0.7959, 1.5408], [2.5957, 2.1155, 0.7667], [1.1599, 2.3819, 0.2968], [0.9189, 2.1832, -1.2063], [1.5140, 0.9063, -1.8313], [0.5179, 0.0750, -2.6370], [-0.7400, -0.3839, -1.8726], [-0.4617, -0.8829, -0.4598], [0.6740, -1.8043, -0.4525], [1.4517, -2.6336, -0.6818], [-1.7064, -1.4718, 0.2602], [-1.5170, -1.4449, 1.7178], [-1.3987, -1.0783, 2.8146], [-1.8278, -2.9944, -0.1690], [-1.2487, -3.9632, 0.8455], [-1.9269, -4.6962, 1.5110], [-3.0336, -0.8207, -0.1226], [-3.3058, 0.6379, 0.3608], [-2.1732, 1.4436, 0.7470], [-4.2908, 0.5672, 1.4278], [-3.8896, 1.3464, -0.7777], [4.2828, -1.6550, 0.5514], [4.0859, -0.2846, -0.5339], [5.6152, -0.5721, 0.2571], [4.3400, -0.2955, 2.4964], [4.8335, 1.1384, 1.5745], [2.1241, 0.0419, 1.0288], [2.3171, 0.8833, 2.5442], [3.2943, 2.0691, -0.0693], [2.9495, 2.8977, 1.4332], [0.4681, 1.8022, 0.9068], [0.9374, 3.4263, 0.5070], [-0.1454, 2.2607, -1.4271], [1.3675, 3.0404, -1.7009], [2.0418, 0.2971, -1.1081], [2.2824, 1.2225, -2.5333], [0.1667, 0.7071, -3.4505], [0.9772, -0.7998, -3.0884], [-1.4725, 0.4167, -1.8778], [-1.1910, -1.2007, -2.4373], [-0.1414, -0.0242, 0.1267], [-2.8870, -3.2322, -0.2119], [-1.4340, -3.1581, -1.1676], [-0.1490, -3.9703, 0.9390], [-3.8109, -1.4352, 0.3262], [-3.2014, -0.8873, -1.1882], [-1.5076, 1.5836, 0.0056], [-1.7421, 1.1406, 1.6063], [-4.3695, 1.4642, 1.8858], [-4.0638, -0.1542, 2.1007], [-3.8973, 2.3391, -0.5976], [-4.8141, 0.9940, -0.9677]],
  "atomic_forces_ev_per_a": [[0.4, 0.1, 0.1], [-0.3, 0.0, -0.5], [0.2, -0.4, -0.4], [0.0, -0.7, 0.4], [0.2, 0.5, -0.1], [0.3, -0.1, 0.2], [0.0, 0.1, -0.4], [-0.5, 0.1, 0.3], [0.3, -0.3, -0.6], [0.2, 1.2, 0.9], [0.5, -1.5, -1.0], [-0.6, 1.1, 0.6], [0.4, -2.2, -0.9], [0.1, 1.9, 1.4], [-0.1, -1.0, -1.3], [-0.9, 0.2, 0.4], [0.5, -0.1, -0.3], [-0.2, 0.0, 0.0], [-0.4, 0.4, 0.9], [-0.7, 0.3, -0.7], [-0.1, 0.2, 0.3], [0.1, -0.4, 0.0], [0.8, -0.2, -0.3], [-0.3, -0.1, 0.0], [-0.1, 0.1, -0.1], [0.1, -0.1, -0.1], [0.1, 0.1, 0.3], [0.1, 0.1, 0.3], [-0.1, -0.2, 0.1], [-0.1, 0.2, 0.1], [0.0, 0.2, -0.2], [0.0, 0.3, -0.1], [0.0, -0.1, 0.1], [-0.3, 0.1, 0.1], [-0.2, 0.0, 0.0], [0.0, 0.1, -0.1], [-0.1, -0.1, 0.3], [0.2, -0.1, -0.1], [-0.1, -0.1, -0.2], [0.3, 0.0, 0.0], [-0.2, 0.1, 0.4], [-0.1, 0.0, -0.1], [0.1, 0.1, 0.1], [-0.1, -0.1, 0.0], [0.3, 0.0, 0.0], [0.0, 0.0, 0.1], [-0.1, -0.1, 0.0], [0.3, 0.0, -0.3], [0.1, 0.0, 0.0], [0.1, -0.1, 0.0], [0.0, 0.1, 0.1], [0.0, 0.1, 0.2], [-0.3, 0.1, 0.1], [-0.2, 0.1, 0.0]]
}